Density functional theory data (the ωB97M-V functional and the def2-TZVPD basis) for a structure of composition C19H25F4SiSn.

Calculated values
Highest occupied orbital energy   -2.736 eV
DFT total energy   -44687.2240 eV
2S+1   1
Lowest unoccupied orbital energy   2.366 eV
Net charge   -1

Each line ends with the Löwdin charge.
Atoms and positions in Å:
1 C -1.249 -3.513 12.994  -0.24
2 Si -0.107 -3.652 11.498  0.47
3 C -0.679 -5.239 10.656  -0.23
4 H -0.178 -2.410 10.560  0.01
5 C 1.496 -4.190 12.327  -0.44
6 Sn 3.097 -2.884 11.749  1.11
7 C 5.007 -3.367 12.589  -0.27
8 C 3.069 -3.106 9.595  -0.24
9 C 2.380 -0.934 12.338  -0.25
10 H -1.172 -4.484 13.513  0.03
11 H -0.920 -2.717 13.674  0.02
12 H -2.295 -3.344 12.711  0.02
13 H -0.652 -6.019 11.437  0.03
14 H -1.703 -5.160 10.274  0.02
15 H -0.009 -5.531 9.840  0.02
16 H 1.390 -4.127 13.420  0.00
17 H 1.757 -5.208 12.004  0.00
18 H 5.753 -2.629 12.256  -0.01
19 H 4.941 -3.351 13.687  -0.01
20 H 5.315 -4.370 12.257  -0.01
21 H 3.753 -2.363 9.153  -0.01
22 H 3.405 -4.121 9.319  0.00
23 H 2.057 -2.924 9.196  -0.01
24 H 3.001 -0.157 11.858  -0.01
25 H 1.326 -0.800 12.041  -0.02
26 H 2.471 -0.854 13.437  -0.01
27 F 3.234 -1.906 5.660  0.01
28 C 2.904 -1.003 6.644  -0.29
29 C 3.911 -0.214 7.187  -0.01
30 C 3.477 0.728 8.135  -0.28
31 F 4.394 1.663 8.565  0.00
32 C 2.180 0.791 8.639  0.00
33 C 1.195 -0.136 8.160  -0.25
34 C -0.068 -0.270 8.825  -0.14
35 C -1.331 -0.296 8.137  -0.24
36 C -2.390 0.613 8.471  0.01
37 C -3.652 0.420 7.922  -0.27
38 F -4.659 1.314 8.221  0.00
39 C -3.975 -0.627 7.031  0.01
40 C -2.892 -1.405 6.623  -0.27
41 F -3.098 -2.349 5.639  0.01
42 C -1.611 -1.273 7.137  0.01
43 C 1.573 -0.931 7.034  0.00
44 H 4.936 -0.263 6.825  0.11
45 H 1.892 1.521 9.411  0.11
46 H -0.083 -0.045 9.906  0.07
47 H -2.182 1.436 9.173  0.11
48 H -4.967 -0.760 6.614  0.11
49 H -0.834 -1.981 6.868  0.09
50 H 0.834 -1.559 6.563  0.08